# 1
{
  "formula": "C19H32BrIN3O2PZr",
  "method": "ωB97M-V/def2-TZVPD",
  "charge": 2,
  "gap_ev": 7.2,
  "relative_energy_kcal_mol": 40.7,
  "species": ["I", "Zr", "Br", "P", "O", "O", "N", "N", "N", "C", "C", "C", "C", "C", "C", "C", "C", "C", "C", "C", "C", "C", "C", "C", "C", "C", "C", "C", "H", "H", "H", "H", "H", "H", "H", "H", "H", "H", "H", "H", "H", "H", "H", "H", "H", "H", "H", "H", "H", "H", "H", "H", "H", "H", "H", "H", "H", "H", "H", "H"],
  "positions_angstrom": [[-1.94, 1.45, 5.95], [-0.86, -0.82, -0.18], [-7.42, -1.15, -2.05], [1.42, 0.46, -0.30], [0.21, -2.63, 0.67], [-0.19, -2.36, -1.48], [-2.37, 1.37, 1.67], [-1.42, 0.34, 1.78], [-3.13, -0.99, -0.66], [-4.82, -0.94, -2.27], [-5.73, -1.09, -1.25], [0.74, 2.59, 1.43], [-0.06, -3.19, -0.42], [-3.49, -0.98, -1.96], [2.87, -1.51, 0.84], [-2.75, 1.88, 2.88], [2.72, -0.79, -0.52], [-4.11, -0.87, 0.38], [3.22, 1.57, 1.70], [1.37, 1.75, -1.70], [2.63, 2.60, -1.89], [0.96, 1.11, -3.05], [4.15, -0.64, -1.03], [-1.18, 0.31, 3.05], [1.70, 1.34, 1.27], [-0.04, -4.65, -0.74], [-2.03, 1.15, 3.82], [-5.44, -1.03, 0.13], [-6.29, -0.98, 0.86], [1.32, 3.48, 1.19], [3.86, 0.73, 1.90], [0.56, 2.68, 2.48], [0.35, 1.79, -3.62], [3.87, 2.12, 0.98], [1.05, -4.86, -0.72], [2.41, 3.51, -2.47], [-2.78, -1.09, -2.69], [-1.66, 1.00, -0.78], [1.87, 0.84, -3.57], [3.35, 2.05, -2.45], [-2.25, 1.96, 0.86], [4.44, 0.10, -1.69], [3.06, 2.28, 2.57], [-0.36, -5.34, 0.04], [2.99, 2.91, -0.92], [-0.42, -0.41, 3.38], [1.39, 0.59, 2.00], [0.52, 2.32, -1.32], [-5.16, -0.78, -3.24], [0.48, 0.14, -2.89], [-0.34, -4.90, -1.74], [4.28, -1.66, -1.53], [-3.63, -0.87, 1.37], [-3.57, 2.65, 2.97], [-0.18, 2.48, 0.85], [3.66, -2.26, 0.80], [3.14, -0.82, 1.58], [2.31, -1.49, -1.26], [4.81, -0.57, -0.16], [1.89, -1.87, 1.15]]
}

# 2
{
  "formula": "C4H6N4",
  "method": "ωB97M-V/def2-TZVPD",
  "gap_ev": 10.6,
  "relative_energy_kcal_mol": 116.4,
  "species": ["N", "N", "N", "N", "C", "C", "C", "C", "H", "H", "H", "H", "H", "H"],
  "positions_angstrom": [[0.53, -0.32, 1.32], [0.89, 1.06, 2.84], [1.67, 1.47, 1.86], [0.16, 0.04, 2.52], [-1.15, 0.58, -2.04], [1.48, 0.64, 0.89], [-0.36, -2.38, 0.18], [0.00, -1.31, 0.62], [-1.85, 1.25, -2.53], [-1.45, -0.39, -1.88], [2.03, 0.80, -0.02], [-0.10, 0.73, -2.36], [-0.90, -3.12, -0.34], [-0.95, 0.96, -1.05]]
}

# 3
{
  "formula": "C36H46F5NO3ReS2Si3",
  "method": "ωB97M-V/def2-TZVPD",
  "charge": 2,
  "gap_ev": [7.0, 7.2],
  "relative_energy_kcal_mol": 0.7,
  "s2": 0.757,
  "multiplicity": 2,
  "species": ["Re", "S", "S", "Si", "Si", "Si", "F", "F", "F", "F", "F", "O", "O", "O", "N", "C", "C", "C", "C", "C", "C", "C", "C", "C", "C", "C", "C", "C", "C", "C", "C", "C", "C", "C", "C", "C", "C", "C", "C", "C", "C", "C", "C", "C", "C", "C", "C", "C", "C", "C", "C", "H", "H", "H", "H", "H", "H", "H", "H", "H", "H", "H", "H", "H", "H", "H", "H", "H", "H", "H", "H", "H", "H", "H", "H", "H", "H", "H", "H", "H", "H", "H", "H", "H", "H", "H", "H", "H", "H", "H", "H", "H", "H", "H", "H", "H", "H"],
  "positions_angstrom": [[-0.45, 0.30, -0.11], [2.67, -0.21, -0.43], [0.42, 1.11, 3.10], [-3.43, -0.43, 0.97], [-1.39, -2.75, 1.23], [-2.39, -1.90, -1.59], [-0.73, 0.28, -4.73], [3.00, 3.51, -2.45], [1.13, 1.49, -6.26], [1.10, 2.28, -0.91], [3.01, 3.09, -5.15], [-0.65, 0.60, -1.96], [0.40, 0.83, 1.57], [1.29, -0.92, -0.41], [-2.01, 1.73, 0.18], [1.15, 2.08, -2.26], [1.13, 1.68, -4.96], [2.77, 4.29, 2.31], [3.46, -0.52, 2.13], [-0.08, -3.82, 0.42], [-5.13, -1.12, 0.60], [-4.03, 3.62, 0.08], [3.43, -0.61, -1.99], [3.70, -1.11, 0.74], [1.37, 2.59, 3.22], [2.05, 3.12, 2.13], [2.11, 4.37, 4.63], [3.43, -1.58, -4.16], [0.20, 1.23, -2.79], [-0.87, -2.49, -2.52], [2.10, 2.72, -3.02], [2.20, -1.08, 2.78], [4.64, 0.02, -2.23], [-2.71, 4.00, -0.06], [-1.73, 3.03, -0.01], [0.18, 1.06, -4.17], [2.80, 4.91, 3.55], [4.65, -0.96, -4.42], [1.55, -0.17, 3.81], [-4.32, 2.28, 0.31], [-3.32, -0.18, 2.82], [5.26, -0.17, -3.46], [1.38, 3.21, 4.47], [2.81, -1.40, -2.94], [-0.79, -2.23, 2.95], [-3.48, -3.42, -1.56], [-3.29, 1.35, 0.37], [-2.90, -3.77, 1.63], [-1.89, -1.22, 0.18], [-3.37, -0.60, -2.52], [2.10, 2.50, -4.39], [2.13, 4.86, 5.59], [0.04, -2.06, -2.13], [0.08, -2.82, 3.25], [2.27, 0.40, 4.40], [0.90, -0.73, 4.48], [-2.98, -4.31, -1.20], [-5.11, -2.19, 0.41], [-4.82, 4.35, 0.02], [1.87, -1.89, -2.72], [-3.62, -3.21, 2.24], [-0.54, -1.18, 3.02], [3.40, 0.57, 2.04], [2.44, -2.01, 3.31], [2.02, 2.63, 1.17], [3.46, -2.17, 0.65], [-5.60, -0.64, -0.26], [-4.43, -0.69, -2.28], [-5.34, 1.95, 0.44], [-3.70, -3.58, -2.62], [-3.44, -4.20, 0.79], [5.13, -1.10, -5.38], [-4.44, -3.32, -1.05], [3.36, 5.83, 3.68], [-0.96, -2.25, -3.58], [-0.53, -4.55, -0.25], [-2.55, -4.60, 2.26], [6.21, 0.31, -3.66], [-3.28, -0.80, -3.59], [-2.39, 0.30, 3.14], [2.96, -2.20, -4.92], [1.47, -1.35, 2.03], [-3.43, -1.11, 3.39], [-1.57, -2.42, 3.68], [0.64, -3.24, -0.15], [-3.07, 0.43, -2.35], [5.10, 0.66, -1.49], [-2.43, 5.03, -0.21], [3.30, 4.72, 1.47], [0.45, -4.37, 1.19], [4.72, -0.94, 0.39], [-4.14, 0.48, 3.11], [-0.79, -3.58, -2.44], [-0.68, 3.28, -0.13], [0.81, 2.79, 5.30], [-5.77, -0.96, 1.47], [4.33, -0.72, 2.75]]
}

# 4
{
  "formula": "C49H55ClHgN6O5Te",
  "method": "ωB97M-V/def2-TZVPD",
  "charge": -2,
  "gap_ev": 5.0,
  "species": ["Hg", "Te", "Cl", "O", "O", "O", "O", "O", "N", "N", "N", "N", "N", "N", "C", "C", "C", "C", "C", "C", "C", "C", "C", "C", "C", "C", "C", "C", "C", "C", "C", "C", "C", "C", "C", "C", "C", "C", "C", "C", "C", "C", "C", "C", "C", "C", "C", "C", "C", "C", "C", "C", "C", "C", "C", "C", "C", "C", "C", "C", "C", "C", "C", "H", "H", "H", "H", "H", "H", "H", "H", "H", "H", "H", "H", "H", "H", "H", "H", "H", "H", "H", "H", "H", "H", "H", "H", "H", "H", "H", "H", "H", "H", "H", "H", "H", "H", "H", "H", "H", "H", "H", "H", "H", "H", "H", "H", "H", "H", "H", "H", "H", "H", "H", "H", "H", "H", "H"],
  "positions_angstrom": [[-0.11, 0.31, 0.86], [2.30, -1.85, -0.22], [3.78, 4.45, 5.89], [1.41, 0.31, 2.52], [-0.94, -1.74, 0.49], [3.07, 0.89, -0.08], [-1.44, 5.09, -5.17], [-3.05, -2.45, 0.20], [-0.68, 2.57, -1.19], [-0.96, 1.98, 2.47], [-1.28, -0.96, 3.38], [0.98, 0.89, -0.95], [-2.96, 5.25, -3.45], [-2.39, 0.85, 0.41], [-4.41, 0.56, -0.82], [-4.39, 3.22, 3.17], [-2.31, 2.27, 2.35], [-0.20, -5.43, 0.38], [1.02, -3.56, -0.55], [4.94, -3.14, 0.93], [-4.43, 1.94, 1.14], [-2.94, 7.71, -3.39], [2.22, 1.38, -0.86], [-3.46, 6.45, -4.08], [-3.06, 0.30, -0.57], [4.80, -2.15, 2.06], [1.71, -4.52, 1.69], [5.39, -4.93, -1.12], [7.34, -5.98, 0.08], [0.23, -2.56, -2.76], [0.84, -4.51, 0.47], [3.08, 3.28, 4.80], [-2.29, -2.01, 3.34], [6.22, -4.97, -0.01], [-0.02, 1.46, -1.87], [5.99, -4.04, 0.99], [-0.88, -4.49, -1.70], [0.41, 1.78, -3.28], [3.84, 2.17, 4.40], [4.33, -4.04, -1.22], [1.17, 2.47, 3.54], [-5.10, 1.36, 0.04], [-1.96, -3.02, 2.25], [-1.09, -5.41, -0.69], [-3.02, 2.99, 3.30], [0.15, -3.56, -1.64], [-3.96, 4.40, -2.83], [-1.20, 3.52, -1.89], [-0.16, 2.80, -3.95], [3.53, -4.02, -2.49], [-5.09, 2.73, 2.10], [3.27, 1.22, 3.60], [1.90, 1.28, 3.16], [-1.11, 3.67, -3.30], [-1.79, 4.67, -4.05], [4.05, -3.15, -0.15], [-0.18, 2.75, 3.15], [-2.27, -6.34, -0.74], [-4.52, 4.97, -1.53], [-3.04, 1.67, 1.27], [-2.00, -2.34, 0.86], [1.80, 3.45, 4.35], [2.71, 2.53, -1.73], [0.12, -3.06, -3.73], [-6.16, 1.56, -0.09], [-3.73, 5.08, -0.79], [-0.36, -1.34, 3.60], [6.65, -4.02, 1.86], [3.84, 0.37, 3.26], [1.62, -3.58, 2.23], [4.73, -2.66, 3.02], [-0.36, -6.14, 1.18], [-4.98, 5.95, -1.69], [-0.95, -3.41, 2.40], [8.06, -5.84, -0.73], [-3.18, -5.78, -0.50], [4.06, -4.55, -3.28], [-3.25, -1.54, 3.12], [1.91, 3.24, -1.95], [-4.56, 6.44, -4.08], [-1.68, 4.31, -1.32], [7.87, -5.88, 1.03], [-0.55, 3.72, 3.49], [-4.90, 0.10, -1.68], [-2.50, 3.37, 4.17], [-2.39, -2.54, 4.30], [3.91, -1.54, 1.92], [-5.28, 4.29, -1.13], [-2.68, -3.84, 2.27], [4.87, 2.08, 4.72], [-4.91, 3.79, 3.94], [-1.59, -4.44, -2.52], [-3.20, 7.70, -2.33], [-3.35, 8.61, -3.85], [1.44, -5.35, 2.36], [3.51, 3.03, -1.20], [1.25, 4.34, 4.63], [-3.53, 3.43, -2.64], [-4.81, 4.26, -3.53], [1.17, -2.00, -2.74], [3.36, -2.99, -2.80], [6.95, -6.99, 0.01], [2.76, -4.63, 1.42], [2.55, -4.48, -2.35], [-1.51, -0.25, 4.07], [-3.12, 6.46, -5.12], [-0.58, -1.83, -2.65], [1.12, 1.11, -3.75], [-1.85, 7.74, -3.47], [-6.15, 2.91, 2.00], [5.67, -1.49, 2.08], [3.10, 2.14, -2.67], [5.58, -5.62, -1.94], [-2.17, -7.16, -0.03], [-0.76, 0.64, -1.96], [-2.39, -6.76, -1.74], [0.07, 3.00, -4.99], [-2.52, -0.40, -1.20]]
}